No. 1
The following is a DFT calculation (the ωB97M-V functional and the def2-TZVPD basis) of a structure of composition C43H52FeN4O3PSSe at a distorted geometry.

```
! RIJCOSX wB97M-V def2-TZVPD def2/J DEFGRID3
* xyz 2 6
Fe 1.159 -1.414 0.539
C 3.362 -3.598 1.239
O 2.452 -3.039 0.209
C 2.404 -3.806 -0.949
C 3.445 -4.569 -1.416
C 3.237 -5.202 -2.610
C 2.033 -5.027 -3.341
C 1.061 -4.299 -2.812
C 1.234 -3.631 -1.642
N 0.317 -2.760 -0.949
N -0.901 -2.968 -1.248
C -1.923 -2.359 -0.631
C -1.860 -1.729 0.616
O -0.745 -1.408 1.177
C -3.142 -1.571 1.174
C -4.354 -1.680 0.534
C -4.396 -1.985 -0.840
C -5.615 -2.179 -1.549
C -5.651 -2.691 -2.865
C -4.377 -3.035 -3.366
C -3.196 -2.908 -2.708
C -3.125 -2.403 -1.401
H 2.795 -4.507 1.645
H 3.225 -2.799 1.932
H 4.421 -3.750 1.046
H 4.366 -4.671 -0.897
H 4.018 -5.877 -2.918
H 1.882 -5.651 -4.275
H 0.072 -4.157 -3.250
H -3.158 -1.190 2.218
H -5.235 -1.308 0.985
H -6.514 -2.098 -0.954
H -6.512 -2.926 -3.541
H -4.393 -3.485 -4.348
H -2.254 -3.187 -3.124
C 4.117 1.664 -2.410
C 3.454 0.399 -1.854
C 2.975 -0.535 -2.946
C 4.507 -0.378 -0.945
P 2.048 0.721 -0.612
C 2.765 1.968 0.472
C 3.295 1.640 1.708
C 3.991 2.579 2.513
C 4.358 3.817 1.991
C 3.886 4.119 0.744
C 3.100 3.291 0.041
C 0.586 1.544 -1.554
C -0.253 2.270 -0.516
C 0.979 2.488 -2.660
C -0.253 0.499 -2.281
H 5.054 1.411 -2.923
H 4.267 2.405 -1.701
H 3.406 2.052 -3.183
H 3.812 -1.144 -3.304
H 2.553 0.155 -3.715
H 2.214 -1.242 -2.533
H 5.427 -0.605 -1.506
H 4.064 -1.364 -0.653
H 4.785 0.178 -0.009
H 3.210 0.655 2.140
H 4.367 2.250 3.482
H 5.008 4.543 2.460
H 4.300 5.073 0.272
H 2.708 3.696 -0.909
H 0.236 3.121 -0.135
H -0.625 1.775 0.351
H -1.186 2.598 -1.016
H 1.666 3.228 -2.466
H 0.031 2.958 -2.960
H 1.364 1.943 -3.543
H -0.691 -0.161 -1.573
H 0.302 -0.031 -3.018
H -1.107 1.074 -2.807
C 2.391 -0.896 4.926
S 1.280 -1.613 3.664
O 1.716 -0.829 2.462
C -0.286 -0.962 4.187
C -1.259 -1.915 4.404
C -2.513 -1.502 4.845
C -2.788 -0.154 4.953
C -1.856 0.769 4.675
C -0.583 0.342 4.360
H 2.715 0.103 4.591
H 3.296 -1.574 4.949
H 1.970 -0.775 5.887
H -1.046 -2.933 4.183
H -3.226 -2.312 5.113
H -3.817 0.119 5.213
H -2.104 1.790 4.838
H 0.147 1.105 4.088
C -3.623 5.394 1.826
N -3.880 4.651 0.596
C -3.968 5.209 -0.669
C -4.199 4.197 -1.559
N -4.031 3.003 -0.871
C -4.118 1.641 -1.377
C -3.936 3.335 0.463
Se -3.870 1.993 1.758
H -4.306 5.077 2.614
H -3.795 6.455 1.617
H -2.580 5.166 2.117
H -3.871 6.293 -0.733
H -4.389 4.238 -2.650
H -3.357 0.962 -0.871
H -3.850 1.699 -2.434
H -5.120 1.134 -1.285
*
```

## Properties
E_HOMO (alpha / beta), eV: -10.26 / -12.54
Gap between HOMO and LUMO (alpha / beta), eV: 5.94 / 4.38
Calculated total energy, eV: -177376.13027

---

No. 2
The following is a DFT calculation (the ωB97M-V functional and the def2-TZVPD basis) of a structure of composition C43H53AsBaN8S3.

```
! RIJCOSX wB97M-V def2-TZVPD def2/J DEFGRID3
* xyz 0 1
Ba 0.595 -0.806 0.313
N -0.282 -0.394 3.009
C 0.469 0.616 3.781
C 1.043 0.085 5.092
C 1.847 -1.207 4.959
N 0.960 -2.374 4.887
H -1.190 -0.023 2.749
H -0.399 -1.241 3.560
H -0.171 1.477 3.986
H 1.294 1.004 3.168
H 0.231 -0.078 5.809
H 1.677 0.865 5.520
H 2.569 -1.279 5.781
H 2.441 -1.189 4.041
H 0.605 -2.604 5.808
H 1.479 -3.177 4.547
S 1.782 -3.328 -0.877
C 2.118 -2.940 -2.542
N 2.819 -3.681 -3.339
N 3.338 -4.784 -2.817
C 4.131 -5.633 -3.574
C 4.403 -5.385 -4.919
C 5.201 -6.269 -5.627
C 5.737 -7.399 -5.025
C 5.461 -7.641 -3.685
C 4.666 -6.768 -2.962
N 1.659 -1.804 -3.243
N 1.108 -0.910 -2.577
C 0.625 0.161 -3.402
C 0.071 -0.083 -4.652
C -0.404 0.979 -5.404
C -0.327 2.277 -4.917
C 0.215 2.516 -3.663
C 0.683 1.454 -2.904
H 3.164 -4.966 -1.832
H 3.987 -4.506 -5.388
H 5.407 -6.067 -6.671
H 6.358 -8.081 -5.589
H 5.866 -8.518 -3.197
H 4.448 -6.961 -1.918
H 0.007 -1.100 -5.012
H -0.848 0.789 -6.373
H -0.706 3.100 -5.509
H 0.256 3.521 -3.264
H 1.097 1.633 -1.919
S 3.024 -3.849 2.471
C 4.184 -4.405 3.494
N 4.856 -5.563 3.373
C 6.056 -5.709 4.184
C 5.760 -4.933 5.461
S 4.750 -3.529 4.905
H 4.720 -6.087 2.523
H 6.920 -5.284 3.665
H 6.249 -6.761 4.388
H 6.668 -4.576 5.939
H 5.191 -5.534 6.168
C -6.474 2.983 4.315
C -5.295 2.715 3.420
C -5.280 1.642 2.544
C -4.203 1.382 1.699
C -4.319 0.209 0.761
C -3.093 2.237 1.725
As -1.413 1.985 0.719
N -1.432 0.479 -0.292
C -2.097 0.109 -1.450
C -2.154 -1.272 -1.741
C -2.778 -1.758 -2.879
C -3.369 -0.890 -3.784
C -3.281 0.473 -3.542
C -2.652 0.966 -2.411
C -1.365 3.613 -0.401
C -2.473 4.246 -0.982
C -3.895 3.761 -0.852
C -2.284 5.426 -1.705
C -1.039 6.012 -1.851
C -0.854 7.266 -2.660
C 0.043 5.397 -1.234
C -0.098 4.219 -0.513
C 1.137 3.674 0.166
C -3.076 3.312 2.634
C -1.911 4.262 2.757
C -4.176 3.536 3.454
H -7.247 2.227 4.187
H -6.918 3.957 4.097
H -6.177 2.989 5.365
H -6.138 0.979 2.507
H -5.201 -0.382 1.007
H -3.442 -0.435 0.793
H -4.414 0.536 -0.278
H -1.688 -2.003 -1.080
H -2.795 -2.827 -3.055
H -3.865 -1.266 -4.669
H -3.693 1.175 -4.259
H -2.544 2.033 -2.291
H -3.973 2.687 -0.735
H -4.469 4.049 -1.735
H -4.372 4.215 0.021
H -3.148 5.897 -2.163
H -1.809 7.751 -2.859
H -0.386 7.044 -3.621
H -0.211 7.978 -2.141
H 1.026 5.851 -1.315
H 1.999 4.298 -0.070
H 1.378 2.656 -0.146
H 1.017 3.645 1.250
H -0.953 3.735 2.762
H -1.987 4.831 3.683
H -1.878 4.969 1.926
H -4.152 4.374 4.144
*
```

## Properties
E_HOMO, eV: -6.64
Gap between HOMO and LUMO, eV: 6.61
Calculated total energy, eV: -151411.21229